A cluster of 2 separate species, C6H12OSi in total in a non-equilibrium geometry. Source: the OMol25 dataset; level of theory: wB97M-V/def2-TZVPD.

Atoms and positions in Å:
1 C -2.80 0.50 1.27
2 C -1.68 0.11 1.10
3 C -4.17 0.95 1.55
4 C 0.87 0.71 -2.53
5 C 2.75 0.31 1.17
6 C 1.16 -2.12 -0.39
7 O 1.59 0.69 -1.34
8 Si 1.44 -0.28 -0.06
9 H -4.46 1.71 0.83
10 H -4.86 0.11 1.48
11 H -4.23 1.37 2.55
12 H -0.20 0.72 -2.33
13 H 1.11 -0.16 -3.14
14 H 1.14 1.62 -3.07
15 H 3.30 1.15 0.77
16 H 2.29 0.62 2.10
17 H 3.44 -0.49 1.40
18 H 0.99 -2.66 0.54
19 H 0.29 -2.29 -1.02
20 H 2.03 -2.56 -0.88

Summary:
highest occupied orbital energy = -0.28602 hartree
ΔE to the lowest compared entry with this formula, charge and spin = 107.2 kcal/mol

***

A structure of composition C28H77F6N7NaO7P in a non-equilibrium geometry. Source: the OMol25 dataset; level of theory: wB97M-V/def2-TZVPD.

Atoms and positions in Å:
1 Na 7.44 10.22 26.46
2 P 8.53 9.29 29.43
3 F 7.84 8.60 30.77
4 F 8.66 10.70 30.24
5 F 10.02 8.76 29.99
6 F 9.12 9.91 28.04
7 F 8.38 7.89 28.66
8 F 7.09 9.73 28.94
9 C 4.59 8.18 32.28
10 C 4.27 9.10 33.48
11 C 3.86 10.55 33.09
12 O 4.96 11.41 33.33
13 C 5.82 11.45 32.18
14 N 3.08 8.54 34.16
15 H 3.85 8.20 31.47
16 H 4.58 7.12 32.54
17 H 5.61 8.26 31.90
18 H 5.07 9.06 34.21
19 H 3.05 10.91 33.72
20 H 3.39 10.56 32.11
21 H 5.22 11.62 31.29
22 H 6.28 10.49 31.96
23 H 6.53 12.26 32.36
24 H 2.85 9.04 35.00
25 H 3.23 7.57 34.38
26 C 8.19 2.90 29.95
27 C 7.62 4.27 30.13
28 C 6.42 4.24 31.06
29 O 5.51 3.23 30.59
30 C 4.54 3.01 31.57
31 N 8.71 5.18 30.44
32 H 8.44 2.49 30.93
33 H 9.08 3.00 29.32
34 H 7.47 2.20 29.53
35 H 7.21 4.76 29.24
36 H 5.93 5.21 31.07
37 H 6.78 3.90 32.03
38 H 3.76 2.43 31.08
39 H 4.06 3.94 31.88
40 H 4.98 2.44 32.38
41 H 9.00 5.41 29.50
42 H 8.40 6.11 30.69
43 C 8.87 13.97 30.75
44 C 7.87 14.01 29.57
45 C 7.83 15.47 28.95
46 O 6.99 15.54 27.75
47 C 7.02 16.79 27.16
48 N 8.30 13.07 28.53
49 H 8.82 13.01 31.27
50 H 8.52 14.67 31.50
51 H 9.92 14.21 30.62
52 H 6.88 13.75 29.93
53 H 8.87 15.63 28.67
54 H 7.54 16.12 29.78
55 H 8.03 17.18 27.04
56 H 6.44 17.50 27.74
57 H 6.42 16.73 26.25
58 H 9.17 13.35 28.09
59 H 8.46 12.17 28.96
60 C 10.48 5.51 26.94
61 C 10.45 6.60 25.89
62 C 9.10 6.80 25.15
63 O 9.33 7.85 24.18
64 C 8.23 8.05 23.25
65 N 10.98 7.84 26.48
66 H 10.05 5.85 27.88
67 H 11.51 5.23 27.11
68 H 10.11 4.56 26.54
69 H 11.20 6.27 25.18
70 H 8.23 7.03 25.77
71 H 8.86 5.86 24.63
72 H 7.37 8.39 23.82
73 H 7.86 7.32 22.54
74 H 8.47 8.84 22.54
75 H 11.87 7.61 26.89
76 H 10.31 8.03 27.22
77 C 12.23 14.62 28.25
78 C 11.69 13.51 27.30
79 C 11.82 12.14 28.09
80 O 13.19 11.80 28.26
81 C 13.32 10.80 29.19
82 N 10.34 13.79 26.79
83 H 11.60 14.81 29.12
84 H 12.20 15.60 27.78
85 H 13.27 14.41 28.52
86 H 12.31 13.43 26.40
87 H 11.27 11.38 27.53
88 H 11.30 12.25 29.04
89 H 12.94 11.09 30.17
90 H 14.39 10.62 29.28
91 H 12.83 9.89 28.83
92 H 10.45 14.59 26.18
93 H 10.13 13.01 26.18
94 C 11.01 11.52 32.42
95 C 11.44 10.13 33.13
96 C 11.64 10.21 34.67
97 O 12.65 11.13 35.19
98 C 14.01 10.70 35.05
99 N 10.40 9.19 32.86
100 H 10.13 11.98 32.85
101 H 10.69 11.40 31.39
102 H 11.79 12.27 32.40
103 H 12.39 9.87 32.66
104 H 11.94 9.24 35.05
105 H 10.64 10.44 35.05
106 H 14.22 10.38 34.03
107 H 14.16 9.84 35.71
108 H 14.77 11.45 35.26
109 H 9.57 9.72 33.08
110 H 10.36 9.09 31.85
111 C 16.04 6.04 26.18
112 C 14.94 6.80 26.86
113 C 14.58 6.40 28.28
114 O 13.42 7.18 28.58
115 C 12.87 6.88 29.84
116 N 15.35 8.18 26.73
117 H 16.36 6.49 25.24
118 H 15.76 5.02 25.93
119 H 16.93 6.10 26.80
120 H 14.12 6.75 26.15
121 H 15.42 6.58 28.94
122 H 14.24 5.37 28.34
123 H 13.61 7.16 30.59
124 H 12.61 5.82 29.86
125 H 12.05 7.58 30.02
126 H 14.76 8.72 27.35
127 H 16.18 8.22 27.30

Summary:
2S+1 = 2
highest occupied orbital energy (spin up / spin down) = -0.39733 / -0.39733 hartree
total charge = +1

***

A structure of composition H2NO2P in a non-equilibrium geometry. Source: the OMol25 dataset; level of theory: wB97M-V/def2-TZVPD.

Atoms and positions in Å:
1 N -1.79 0.27 0.05
2 O -2.50 -1.27 0.40
3 O -2.44 1.08 -0.47
4 P -0.24 0.23 0.72
5 H 0.14 -0.90 0.12
6 H 0.45 1.15 -0.20

Summary:
highest occupied orbital energy (spin up / spin down) = -0.36513 / -0.36508 hartree
ΔE to the lowest compared entry with this formula, charge and spin = 166.5 kcal/mol

***

A structure of composition C32H33BrO4PPdS6Sb. Source: the OMol25 dataset; level of theory: wB97M-V/def2-TZVPD.

Atoms and positions in Å:
1 Pd -0.39 0.86 -0.96
2 S 1.25 2.84 -4.73
3 C 0.92 2.00 -3.31
4 S 1.26 2.56 -1.75
5 S 0.04 0.56 -3.47
6 C -2.63 3.36 -2.28
7 C -3.84 2.54 -2.67
8 C -3.56 1.52 -3.75
9 O -4.45 1.82 -1.56
10 P -4.08 1.61 -0.05
11 S -3.79 3.18 1.04
12 S -2.38 0.54 0.30
13 O -5.27 0.73 0.47
14 C -5.92 -0.41 -0.17
15 C -4.94 -1.30 -0.90
16 C -7.05 0.09 -1.05
17 H -2.30 3.92 -3.15
18 H -1.80 2.72 -1.97
19 H -2.86 4.06 -1.48
20 H -4.64 3.22 -2.99
21 H -2.81 0.80 -3.40
22 H -3.17 2.01 -4.64
23 H -4.47 0.98 -4.01
24 H -6.33 -0.94 0.69
25 H -4.49 -0.79 -1.74
26 H -5.48 -2.17 -1.27
27 H -4.15 -1.66 -0.23
28 H -6.65 0.61 -1.92
29 H -7.69 0.77 -0.49
30 H -7.65 -0.75 -1.38
31 S -0.22 -1.63 -0.78
32 Sb 1.89 -1.53 0.25
33 C 2.02 -1.70 2.34
34 C 0.87 -1.57 3.11
35 C 0.96 -1.74 4.49
36 C 2.17 -2.04 5.08
37 C 3.31 -2.17 4.30
38 C 3.24 -2.01 2.93
39 C 2.44 -3.55 -0.20
40 C 3.60 -3.87 -0.90
41 C 3.90 -5.20 -1.16
42 C 3.06 -6.21 -0.73
43 C 1.90 -5.89 -0.02
44 C 1.60 -4.56 0.24
45 C 3.22 -0.53 -1.03
46 C 4.18 0.40 -0.65
47 C 4.95 1.02 -1.62
48 C 4.75 0.74 -2.97
49 C 3.78 -0.19 -3.35
50 C 3.02 -0.83 -2.38
51 H -0.07 -1.31 2.64
52 H 0.07 -1.63 5.09
53 H 2.23 -2.16 6.15
54 H 4.26 -2.40 4.77
55 H 4.14 -2.12 2.32
56 H 4.27 -3.10 -1.24
57 H 4.81 -5.45 -1.70
58 H 3.30 -7.24 -0.93
59 H 1.24 -6.67 0.32
60 H 0.69 -4.32 0.79
61 H 4.31 0.65 0.39
62 H 5.69 1.75 -1.33
63 H 5.34 1.24 -3.72
64 H 3.62 -0.40 -4.39
65 H 2.25 -1.53 -2.68
66 Br 2.54 1.77 4.76
67 C 1.29 2.73 3.71
68 C 0.64 3.78 4.34
69 C -0.31 4.52 3.66
70 C -0.63 4.20 2.35
71 C 0.01 3.13 1.74
72 C 0.99 2.39 2.39
73 C 1.70 1.29 1.67
74 O 2.87 1.06 1.87
75 O 0.97 0.59 0.85
76 H 0.89 4.01 5.36
77 H -0.81 5.34 4.16
78 H -1.38 4.75 1.81
79 H -0.25 2.87 0.71

Summary:
2S+1 = 5
highest occupied orbital energy (spin up / spin down) = -0.28570 / -0.31300 hartree

***

A cluster of 2 separate species, C3H6N4 in total in a non-equilibrium geometry. Source: the OMol25 dataset; level of theory: wB97M-V/def2-TZVPD.

Atoms and positions in Å:
1 C 1.27 -0.61 0.93
2 C 0.58 0.47 0.13
3 C -2.17 -0.91 0.39
4 N 1.63 1.31 -0.59
5 N -0.62 0.76 0.01
6 N 1.25 2.10 -1.44
7 N -2.59 -1.37 -0.61
8 H 0.20 2.08 -1.52
9 H -2.45 -1.17 -1.59
10 H -1.46 -0.05 0.92
11 H 1.91 -1.19 0.27
12 H 0.55 -1.27 1.41
13 H 1.91 -0.14 1.68

Summary:
highest occupied orbital energy = -0.30550 hartree
ΔE to the lowest compared entry with this formula, charge and spin = 130.5 kcal/mol

***

| no. | energy (Ha) |
| --- | --- |
| 1 | -600.40220 |
| 2 | -3125.55754 |
| 3 | -547.54813 |
| 4 | -7212.78462 |
| 5 | -336.74128 |